[1]
{"formula": "C37H29ClN4O6Y", "method": "ωB97M-V/def2-TZVPD", "gap_ev": [6.72, 5.33], "charge": 1, "e_tot_ev": -70648.4952, "homo_energy_ev": [-10.24, -9.06], "lumo_ev": [-3.513, -3.735], "relative_energy_ev": 2.4370, "symbols": ["Y", "O", "C", "O", "C", "C", "C", "C", "C", "C", "N", "C", "C", "C", "C", "C", "C", "N", "H", "H", "H", "H", "H", "H", "H", "H", "H", "H", "N", "C", "C", "C", "C", "C", "C", "C", "C", "N", "C", "H", "H", "H", "H", "H", "H", "H", "H", "O", "C", "O", "C", "C", "C", "C", "O", "C", "O", "C", "C", "H", "H", "H", "H", "H", "Cl", "C", "C", "C", "C", "C", "C", "C", "H", "H", "H", "H", "H", "H"], "positions_angstrom": [[-0.18, 0.34, 0.29], [0.90, 6.45, -1.40], [-0.33, 6.64, -0.88], [-0.89, 7.70, -0.96], [-0.91, 5.42, -0.23], [-0.13, 4.63, 0.61], [-0.61, 3.41, 1.03], [-1.84, 2.92, 0.56], [-2.67, 3.77, -0.17], [-2.20, 5.02, -0.55], [-2.04, 1.55, 0.71], [-3.23, 0.96, 0.56], [-3.29, -0.43, 0.32], [-4.51, -1.13, 0.24], [-4.52, -2.47, -0.02], [-3.30, -3.14, -0.21], [-2.14, -2.42, -0.12], [-2.09, -1.09, 0.14], [1.13, 5.50, -1.44], [0.86, 4.97, 0.91], [-0.01, 2.79, 1.70], [-3.62, 3.42, -0.54], [-2.81, 5.68, -1.16], [-4.16, 1.52, 0.64], [-5.43, -0.58, 0.39], [-5.46, -3.00, -0.09], [-3.27, -4.20, -0.42], [-1.19, -2.92, -0.26], [0.12, 0.12, 2.78], [1.50, 0.06, 3.26], [1.80, 0.06, 4.59], [3.14, -0.01, 5.02], [4.15, -0.08, 4.11], [3.87, -0.07, 2.72], [4.88, -0.10, 1.74], [4.53, -0.03, 0.42], [3.17, 0.05, 0.08], [2.20, 0.05, 0.96], [2.53, 0.00, 2.29], [-0.38, 0.86, 3.27], [-0.36, -0.73, 3.05], [1.01, 0.11, 5.32], [3.36, -0.01, 6.08], [5.19, -0.14, 4.43], [5.92, -0.16, 2.04], [5.28, -0.03, -0.36], [2.88, 0.15, -0.96], [1.39, 3.53, -1.76], [0.56, 2.64, -1.90], [0.64, 1.50, -1.23], [-0.64, 2.82, -2.76], [-1.67, 1.89, -2.77], [-2.85, 2.11, -3.49], [-2.94, 3.29, -4.19], [-3.96, 3.73, -4.97], [-3.60, 5.05, -5.38], [-2.24, 5.26, -5.00], [-1.90, 4.21, -4.19], [-0.75, 4.01, -3.50], [-1.58, 0.97, -2.21], [-3.66, 1.38, -3.51], [-4.24, 5.77, -4.86], [-3.69, 5.14, -6.46], [0.06, 4.74, -3.51], [3.67, -8.09, -0.61], [2.96, -6.53, -0.48], [2.76, -5.76, -1.63], [2.20, -4.51, -1.53], [1.81, -3.98, -0.27], [1.24, -2.71, -0.16], [2.03, -4.79, 0.88], [2.59, -6.04, 0.77], [3.06, -6.16, -2.59], [2.04, -3.92, -2.42], [0.98, -2.33, 0.82], [1.11, -2.10, -1.04], [1.74, -4.42, 1.85], [2.75, -6.65, 1.65]]}

[2]
{"formula": "C37H29N11O2SY", "method": "ωB97M-V/def2-TZVPD", "gap_ev": 7.16, "charge": 1, "e_tot_ev": -71206.4256, "homo_energy_ev": -10.31, "lumo_ev": -3.151, "relative_energy_ev": 0.0000, "symbols": ["Y", "C", "C", "C", "C", "N", "C", "N", "C", "N", "C", "N", "C", "C", "C", "C", "C", "N", "C", "C", "C", "C", "C", "C", "H", "H", "H", "H", "H", "H", "H", "H", "H", "H", "H", "H", "N", "C", "C", "C", "C", "C", "C", "C", "C", "N", "C", "H", "H", "H", "H", "H", "H", "H", "H", "N", "C", "C", "C", "C", "C", "C", "S", "O", "O", "N", "C", "N", "C", "C", "C", "N", "H", "H", "H", "H", "H", "H", "H", "H", "H"], "positions_angstrom": [[0.07, 0.99, -0.03], [0.59, 3.54, -3.85], [-0.42, 3.15, -4.72], [-1.44, 2.36, -4.24], [-1.45, 1.94, -2.90], [-0.42, 2.27, -2.08], [0.55, 3.07, -2.56], [-2.58, 1.26, -2.50], [-2.92, 1.08, -1.27], [-2.17, 1.27, -0.14], [-2.98, 1.11, 0.96], [-2.69, 1.29, 2.21], [-1.53, 1.87, 2.69], [-1.47, 2.00, 4.08], [-0.39, 2.62, 4.67], [0.62, 3.14, 3.86], [0.51, 2.95, 2.50], [-0.51, 2.31, 1.91], [-4.32, 0.68, 0.51], [-5.47, 0.36, 1.20], [-6.58, -0.03, 0.46], [-6.54, -0.07, -0.94], [-5.38, 0.28, -1.63], [-4.28, 0.64, -0.88], [1.40, 4.19, -4.17], [-0.42, 3.48, -5.75], [-2.27, 2.05, -4.86], [1.34, 3.33, -1.86], [-2.29, 1.61, 4.66], [-0.33, 2.72, 5.75], [1.48, 3.64, 4.27], [1.30, 3.30, 1.85], [-5.50, 0.40, 2.28], [-7.50, -0.29, 0.96], [-7.42, -0.36, -1.49], [-5.33, 0.27, -2.71], [-0.66, -0.95, 1.39], [-1.61, -1.75, 0.68], [-2.69, -2.35, 1.27], [-3.61, -3.09, 0.50], [-3.44, -3.24, -0.84], [-2.35, -2.61, -1.49], [-2.11, -2.70, -2.88], [-1.07, -2.01, -3.43], [-0.27, -1.21, -2.60], [-0.45, -1.10, -1.30], [-1.45, -1.83, -0.73], [-1.00, -0.70, 2.31], [0.22, -1.42, 1.55], [-2.83, -2.25, 2.34], [-4.45, -3.55, 1.00], [-4.13, -3.83, -1.43], [-2.77, -3.29, -3.49], [-0.86, -2.05, -4.49], [0.53, -0.61, -3.03], [6.44, -4.17, 1.76], [5.57, -3.12, 1.92], [4.23, -3.24, 1.52], [3.37, -2.17, 1.64], [3.82, -0.97, 2.17], [5.15, -0.83, 2.56], [6.01, -1.90, 2.44], [2.73, 0.39, 2.33], [3.42, 1.49, 2.93], [1.51, -0.07, 2.97], [2.21, 0.73, 0.82], [3.01, 0.78, -0.27], [2.28, 0.80, -1.42], [2.96, 0.84, -2.56], [4.34, 0.83, -2.60], [4.98, 0.81, -1.37], [4.34, 0.80, -0.21], [6.05, -5.09, 1.65], [7.30, -4.14, 2.29], [3.88, -4.18, 1.11], [2.33, -2.28, 1.34], [5.48, 0.12, 2.95], [7.04, -1.80, 2.75], [2.37, 0.88, -3.47], [4.88, 0.85, -3.53], [6.07, 0.81, -1.30]]}

[3]
{"formula": "C37H29N7ORuS3", "method": "ωB97M-V/def2-TZVPD", "gap_ev": [6.51, 6.74], "charge": 1, "e_tot_ev": -86401.2072, "homo_energy_ev": [-9.78, -10.80], "lumo_ev": [-3.269, -4.061], "multiplicity": 6, "relative_energy_ev": 0.1629, "symbols": ["Ru", "S", "C", "C", "C", "C", "C", "C", "N", "C", "C", "C", "C", "C", "C", "C", "H", "H", "H", "H", "H", "H", "H", "H", "S", "N", "C", "C", "C", "C", "C", "N", "C", "C", "N", "C", "C", "C", "C", "C", "N", "H", "H", "H", "H", "H", "H", "C", "C", "N", "C", "C", "C", "S", "N", "C", "O", "C", "C", "C", "C", "C", "C", "H", "H", "H", "H", "H", "H", "H", "H", "H", "H", "H", "H", "H", "H", "H"], "positions_angstrom": [[-0.50, 0.15, 0.84], [1.19, 3.94, 3.28], [2.64, 3.01, 3.06], [3.94, 3.32, 3.42], [4.93, 2.40, 3.13], [4.62, 1.19, 2.49], [3.32, 0.89, 2.13], [2.32, 1.81, 2.42], [0.97, 1.67, 2.13], [0.27, 2.69, 2.52], [-1.19, 2.74, 2.35], [-1.97, 3.76, 2.89], [-3.35, 3.71, 2.76], [-3.94, 2.65, 2.09], [-3.16, 1.64, 1.55], [-1.76, 1.66, 1.65], [4.18, 4.25, 3.92], [5.96, 2.62, 3.40], [5.41, 0.49, 2.27], [3.08, -0.03, 1.62], [-1.50, 4.58, 3.42], [-3.95, 4.50, 3.19], [-5.02, 2.62, 2.00], [-3.65, 0.83, 1.02], [-0.28, -6.96, 3.76], [-0.43, -5.55, 4.52], [-0.38, -4.62, 3.58], [-0.47, -3.18, 3.80], [-0.62, -2.62, 5.07], [-0.71, -1.26, 5.18], [-0.64, -0.49, 4.02], [-0.48, -1.01, 2.81], [-0.41, -2.35, 2.70], [-0.25, -2.90, 1.34], [-0.20, -2.02, 0.32], [-0.05, -2.47, -0.92], [0.06, -3.83, -1.22], [0.02, -4.73, -0.19], [-0.14, -4.26, 1.12], [-0.21, -5.14, 2.28], [-0.13, -6.46, 2.24], [-0.67, -3.27, 5.94], [-0.83, -0.77, 6.14], [-0.71, 0.59, 4.06], [-0.03, -1.72, -1.70], [0.18, -4.14, -2.24], [0.10, -5.79, -0.36], [1.54, -0.83, -5.16], [1.72, 0.61, -4.71], [1.96, 0.73, -3.26], [3.36, 0.86, -2.85], [3.80, 2.30, -2.72], [0.94, 0.72, -2.40], [1.34, 0.99, -0.72], [-0.27, 0.56, -2.96], [-1.41, 0.47, -2.30], [-1.56, 0.40, -1.05], [-2.65, 0.41, -3.13], [-2.59, 0.49, -4.52], [-3.76, 0.42, -5.27], [-4.98, 0.27, -4.64], [-5.05, 0.20, -3.26], [-3.89, 0.27, -2.50], [1.42, -0.88, -6.24], [0.65, -1.26, -4.69], [2.41, -1.43, -4.89], [0.85, 1.20, -4.97], [2.59, 1.05, -5.20], [3.95, 0.35, -3.61], [3.50, 0.32, -1.91], [3.58, 2.86, -3.63], [4.87, 2.35, -2.54], [3.29, 2.79, -1.88], [-1.63, 0.61, -5.00], [-3.71, 0.48, -6.35], [-5.89, 0.21, -5.23], [-6.01, 0.09, -2.76], [-3.92, 0.22, -1.42]]}

[4]
{"formula": "C37H30MnN3O6PS3", "method": "ωB97M-V/def2-TZVPD", "gap_ev": [6.91, 8.02], "charge": -1, "e_tot_ev": -128730.3265, "homo_energy_ev": [-5.63, -5.78], "lumo_ev": [1.283, 2.239], "multiplicity": 5, "symbols": ["Mn", "C", "C", "N", "N", "C", "S", "S", "C", "C", "C", "C", "C", "C", "C", "C", "C", "C", "C", "C", "C", "O", "H", "H", "H", "H", "H", "H", "H", "H", "H", "H", "H", "H", "H", "H", "O", "C", "O", "C", "P", "C", "C", "C", "C", "C", "C", "C", "C", "C", "C", "C", "C", "H", "H", "H", "H", "H", "H", "H", "H", "H", "H", "H", "H", "O", "S", "O", "N", "C", "O", "C", "C", "C", "C", "C", "C", "H", "H", "H", "H"], "positions_angstrom": [[0.80, 0.05, -0.75], [-1.74, 0.85, 3.32], [-0.44, 1.23, 2.67], [0.55, 0.46, 2.90], [1.82, 0.75, 2.72], [2.64, 0.20, 1.93], [2.31, -1.01, 0.69], [4.35, 0.68, 2.10], [4.19, 2.51, 2.19], [4.60, 3.19, 0.91], [3.94, 2.91, -0.28], [4.31, 3.54, -1.46], [5.35, 4.45, -1.46], [6.01, 4.75, -0.28], [5.64, 4.12, 0.90], [-0.37, 2.51, 1.92], [-1.05, 3.64, 2.39], [-0.91, 4.86, 1.77], [-0.10, 4.98, 0.64], [0.53, 3.87, 0.12], [0.41, 2.62, 0.74], [1.01, 1.57, 0.24], [-1.71, -0.20, 3.62], [-1.91, 1.45, 4.22], [-2.58, 1.02, 2.65], [3.15, 2.70, 2.43], [4.81, 2.83, 3.02], [3.12, 2.19, -0.28], [3.78, 3.30, -2.37], [5.64, 4.94, -2.39], [6.82, 5.47, -0.27], [6.16, 4.35, 1.82], [-1.67, 3.55, 3.27], [-1.43, 5.73, 2.16], [0.03, 5.95, 0.17], [1.13, 3.93, -0.78], [-1.68, 2.13, -3.19], [-1.17, 1.21, -2.58], [0.07, 1.17, -2.19], [-2.01, -0.02, -2.19], [-1.71, -0.37, -0.41], [-3.22, 0.38, 0.28], [-4.17, -0.32, 1.02], [-5.27, 0.33, 1.54], [-5.44, 1.69, 1.34], [-4.49, 2.40, 0.61], [-3.39, 1.75, 0.09], [-2.02, -2.15, -0.14], [-2.82, -2.92, -0.97], [-2.99, -4.27, -0.71], [-2.37, -4.85, 0.40], [-1.57, -4.08, 1.23], [-1.39, -2.73, 0.96], [-1.62, -0.86, -2.77], [-3.06, 0.14, -2.42], [-4.04, -1.39, 1.19], [-6.01, -0.22, 2.11], [-6.30, 2.20, 1.75], [-4.62, 3.47, 0.45], [-2.64, 2.31, -0.47], [-3.30, -2.48, -1.83], [-3.58, -4.88, -1.38], [-2.50, -5.91, 0.60], [-1.08, -4.53, 2.08], [-0.75, -2.13, 1.59], [0.73, -4.14, -5.43], [-0.11, -4.06, -4.26], [-1.47, -4.48, -4.42], [-0.03, -2.57, -3.59], [0.62, -2.59, -2.45], [0.88, -1.57, -1.74], [1.07, -3.94, -2.01], [1.76, -4.27, -0.86], [2.04, -5.62, -0.63], [1.64, -6.59, -1.54], [0.95, -6.25, -2.69], [0.68, -4.92, -2.90], [2.07, -3.51, -0.16], [2.58, -5.91, 0.26], [1.87, -7.63, -1.34], [0.63, -7.00, -3.41]]}

[5]
{"formula": "C37H31BiI2N8O3S", "method": "ωB97M-V/def2-TZVPD", "gap_ev": 7.08, "charge": 0, "e_tot_ev": -89812.4166, "homo_energy_ev": -7.26, "lumo_ev": -0.185, "relative_energy_ev": 0.1730, "symbols": ["Bi", "N", "C", "S", "N", "N", "C", "C", "C", "C", "C", "C", "C", "C", "C", "C", "C", "C", "N", "H", "H", "H", "H", "H", "H", "H", "H", "H", "H", "H", "I", "C", "C", "C", "I", "C", "C", "C", "C", "N", "C", "C", "O", "H", "H", "H", "H", "C", "O", "C", "O", "N", "N", "H", "H", "H", "H", "H", "H", "N", "C", "C", "C", "C", "C", "C", "C", "C", "C", "C", "C", "C", "C", "H", "H", "H", "H", "H", "H", "H", "H", "H", "H"], "positions_angstrom": [[0.40, 0.03, 1.05], [-2.33, 3.81, 1.28], [-1.21, 3.05, 1.15], [-0.63, 2.26, 2.58], [-0.69, 3.03, -0.05], [0.39, 2.19, -0.17], [1.36, 2.59, -0.90], [1.34, 3.92, -1.57], [2.01, 5.00, -1.00], [1.99, 6.24, -1.62], [1.30, 6.41, -2.81], [0.64, 5.33, -3.39], [0.65, 4.09, -2.76], [2.55, 1.72, -1.08], [3.65, 2.18, -1.80], [4.76, 1.35, -1.91], [4.73, 0.10, -1.32], [3.58, -0.28, -0.64], [2.52, 0.51, -0.52], [-2.63, 4.05, 2.21], [-2.54, 4.45, 0.53], [2.53, 4.87, -0.06], [2.50, 7.08, -1.16], [1.29, 7.37, -3.30], [0.10, 5.46, -4.32], [0.12, 3.25, -3.20], [3.64, 3.15, -2.26], [5.63, 1.68, -2.46], [5.57, -0.58, -1.39], [3.49, -1.25, -0.17], [-0.38, -3.52, 5.24], [-1.82, -2.38, 4.27], [-3.15, -2.37, 4.75], [-4.12, -1.66, 4.10], [-6.07, -1.73, 4.87], [-3.81, -0.91, 2.94], [-4.74, -0.17, 2.17], [-4.33, 0.47, 1.04], [-2.98, 0.41, 0.67], [-2.10, -0.25, 1.37], [-2.48, -0.92, 2.49], [-1.44, -1.67, 3.14], [-0.25, -1.68, 2.65], [-3.39, -2.95, 5.63], [-5.77, -0.14, 2.49], [-5.03, 1.03, 0.43], [-2.62, 0.92, -0.22], [5.10, 0.13, 4.16], [4.68, -1.16, 3.71], [3.66, -1.15, 2.83], [3.14, -0.14, 2.41], [3.34, -2.42, 2.48], [2.17, -2.62, 1.71], [6.02, -0.04, 4.71], [4.34, 0.56, 4.82], [5.26, 0.80, 3.32], [3.64, -3.14, 3.12], [1.35, -2.57, 2.32], [2.21, -3.55, 1.32], [-0.12, -0.73, -0.92], [-0.81, -1.58, -1.53], [-0.63, -1.76, -3.02], [0.07, -0.78, -3.73], [0.29, -0.92, -5.09], [-0.18, -2.04, -5.76], [-0.87, -3.02, -5.06], [-1.10, -2.87, -3.70], [-1.83, -2.45, -0.85], [-3.16, -2.43, -1.25], [-4.11, -3.18, -0.56], [-3.72, -3.98, 0.51], [-2.38, -4.03, 0.88], [-1.44, -3.27, 0.21], [0.44, 0.07, -3.18], [0.83, -0.15, -5.63], [-0.01, -2.16, -6.82], [-1.24, -3.90, -5.57], [-1.64, -3.65, -3.16], [-3.46, -1.81, -2.08], [-5.15, -3.13, -0.85], [-4.45, -4.56, 1.04], [-2.08, -4.65, 1.72], [-0.41, -3.27, 0.52]]}

[6]
{"formula": "C37H31GeIN4ORuS2", "method": "ωB97M-V/def2-TZVPD", "gap_ev": [6.50, 6.18], "charge": 1, "e_tot_ev": -135743.7984, "homo_energy_ev": [-10.59, -10.58], "lumo_ev": [-4.087, -4.402], "multiplicity": 2, "relative_energy_ev": 0.0000, "symbols": ["Ru", "S", "C", "C", "C", "C", "N", "C", "C", "C", "S", "C", "N", "H", "H", "C", "N", "N", "C", "O", "C", "C", "C", "C", "C", "C", "C", "C", "C", "H", "H", "H", "H", "H", "H", "H", "H", "H", "H", "H", "H", "I", "C", "H", "H", "C", "Ge", "C", "C", "C", "C", "C", "C", "C", "C", "C", "C", "C", "C", "C", "C", "C", "C", "H", "H", "H", "H", "H", "H", "H", "H", "H", "H", "H", "H", "H", "H", "H"], "positions_angstrom": [[-1.59, 0.36, -0.05], [-1.76, 0.45, 2.15], [-1.84, -1.20, 2.69], [-1.78, -1.50, 4.05], [-1.78, -2.82, 4.46], [-1.62, -3.13, 5.85], [-1.46, -3.38, 6.96], [-1.86, -3.85, 3.50], [-1.92, -3.55, 2.16], [-1.89, -2.22, 1.75], [-1.83, -1.80, 0.06], [-1.81, -5.22, 3.92], [-1.77, -6.32, 4.25], [-1.70, -0.70, 4.78], [-1.96, -4.35, 1.43], [0.12, 1.80, -6.35], [0.14, 1.58, -4.91], [-0.79, 0.79, -4.28], [-0.65, 0.94, -2.93], [-1.35, 0.25, -2.12], [0.39, 1.89, -2.73], [0.83, 2.26, -3.98], [1.88, 3.24, -4.35], [-1.56, -0.20, -4.95], [-0.92, -1.26, -5.57], [-1.68, -2.23, -6.21], [-3.06, -2.13, -6.22], [-3.69, -1.07, -5.58], [-2.94, -0.09, -4.95], [-0.80, 1.38, -6.75], [0.97, 1.30, -6.83], [0.15, 2.86, -6.56], [0.76, 2.24, -1.78], [2.34, 3.65, -3.46], [1.45, 4.07, -4.92], [2.66, 2.78, -4.97], [0.16, -1.34, -5.54], [-1.19, -3.06, -6.71], [-3.65, -2.89, -6.71], [-4.77, -1.00, -5.58], [-3.41, 0.75, -4.45], [-1.93, 3.28, -0.52], [-3.17, 1.62, -0.17], [-3.72, 1.35, -1.07], [-3.80, 1.79, 0.69], [1.59, -0.68, -0.80], [0.93, 0.19, 0.85], [1.71, 1.97, 0.94], [3.00, 2.10, 0.43], [3.65, 3.33, 0.46], [3.02, 4.44, 0.99], [1.74, 4.32, 1.51], [1.09, 3.09, 1.49], [1.28, -1.00, 2.36], [1.55, -2.31, 2.04], [1.81, -3.27, 3.04], [1.77, -2.92, 4.35], [1.47, -1.58, 4.73], [1.36, -1.23, 6.10], [1.05, 0.04, 6.47], [0.86, 1.03, 5.49], [0.95, 0.72, 4.16], [1.24, -0.60, 3.73], [2.68, -0.70, -0.73], [1.31, -0.11, -1.68], [1.21, -1.69, -0.89], [3.52, 1.25, 0.02], [4.66, 3.41, 0.07], [3.53, 5.40, 1.01], [1.25, 5.18, 1.95], [0.11, 3.01, 1.93], [1.57, -2.63, 1.01], [2.03, -4.29, 2.75], [1.94, -3.65, 5.13], [1.52, -2.00, 6.85], [0.96, 0.30, 7.52], [0.63, 2.04, 5.78], [0.81, 1.49, 3.42]]}